Record 1
Computed, not measured: an isolated molecule of C4H5N3 in a non-equilibrium geometry, with ωB97M-V with the def2-TZVPD basis set.

ORCA input file:
```
! wB97M-V def2-TZVPD RIJCOSX def2/J DEFGRID3
* xyz 0 1
C -1.615 0.360 0.069
C -0.172 0.055 0.299
C 0.510 -1.183 0.120
C 0.950 0.985 0.095
H -3.268 -0.239 -0.077
H -2.114 1.350 0.036
H 0.079 -2.219 0.108
H 3.071 0.500 -0.175
H 1.022 2.036 -0.137
N -2.384 -0.675 -0.181
N 1.858 -1.112 0.031
N 2.063 0.142 -0.189
*
```

Energy above the lowest of the compared OMol25 structures with the same formula, charge and spin (eV): 2.695
F_max (eV/Å): 5.55
LUMO energy (eV): 0.76
Total energy (eV): -8697.1176

***

Record 2
Computed, not measured: a cluster of 4 separate species, C19H23ClO5 in total in a non-equilibrium geometry, with ωB97M-V with the def2-TZVPD basis set.

ORCA input file:
```
! wB97M-V def2-TZVPD RIJCOSX def2/J DEFGRID3
* xyz 0 1
O -2.790 -2.362 -2.770
C -2.820 -1.148 -2.165
C -1.566 -0.536 -1.265
C -1.353 0.935 -1.020
C -2.427 1.961 -1.748
O -1.961 3.153 -2.130
C -4.002 1.472 -2.022
C -5.234 2.553 -2.055
Cl -4.973 4.397 -1.768
C -6.762 1.965 -2.388
C -6.967 0.333 -2.674
C -5.685 -0.721 -2.587
C -4.174 -0.172 -2.262
H -0.811 -1.296 -0.794
H -0.442 1.305 -0.384
H -7.643 2.746 -2.416
H -8.049 -0.093 -2.933
H -5.873 -1.863 -2.794
C 3.097 1.519 -4.216
C 2.159 2.237 -3.283
O 2.578 2.840 -2.296
C 0.689 2.190 -3.604
H 4.126 1.638 -3.859
H 2.856 0.453 -4.237
H 3.022 1.946 -5.219
H 0.341 1.154 -3.598
H 0.508 2.647 -4.580
H 0.134 2.751 -2.845
C 1.636 -0.619 3.234
C 0.651 0.337 2.617
O -0.154 -0.036 1.765
C 0.689 1.769 3.082
H 1.492 -1.616 2.804
H 2.656 -0.289 3.023
H 1.470 -0.677 4.313
H 1.667 2.204 2.863
H 0.481 1.817 4.154
H -0.078 2.343 2.550
C 3.858 -4.159 3.232
C 4.390 -3.133 4.197
O 4.467 -1.945 3.888
C 4.823 -3.617 5.555
H 3.584 -3.666 2.293
H 4.627 -4.907 3.024
H 2.967 -4.635 3.650
H 5.635 -4.341 5.450
H 3.975 -4.069 6.076
H 5.184 -2.768 6.145
*
```

F_max (eV/Å): 8.78
LUMO energy (eV): -1.75
Total energy (eV): -42823.1916

***

Record 3
Computed, not measured: a cluster of 2 separate species, C3H8N2O2S in total in a non-equilibrium geometry, with ωB97M-V with the def2-TZVPD basis set.

ORCA input file:
```
! wB97M-V def2-TZVPD RIJCOSX def2/J DEFGRID3
* xyz 0 1
C -1.908 0.218 0.235
C 1.636 1.271 -1.075
C 0.206 -0.913 -0.067
N -0.736 -0.366 0.740
N 1.299 -1.507 0.298
O 1.623 -1.419 1.694
O 2.002 -2.267 -0.398
S 1.583 2.222 0.217
H -1.887 0.394 -0.964
H -2.845 -0.267 0.463
H -2.119 1.300 0.601
H 0.965 1.410 -1.908
H 2.474 0.595 -1.266
H -0.042 -1.103 -1.191
H -0.348 0.016 1.707
H 2.308 -2.046 1.898
*
```

Energy above the lowest of the compared OMol25 structures with the same formula, charge and spin (eV): 5.273
F_max (eV/Å): 4.94
LUMO energy (eV): -0.49
Total energy (eV): -21145.5728

***

Question: Which of these has the highest total energy?
Answer: C4H5N3

***

Copy entry 2 word for word.
Computed, not measured: a cluster of 4 separate species, C19H23ClO5 in total in a non-equilibrium geometry, with ωB97M-V with the def2-TZVPD basis set.

ORCA input file:
```
! wB97M-V def2-TZVPD RIJCOSX def2/J DEFGRID3
* xyz 0 1
O -2.790 -2.362 -2.770
C -2.820 -1.148 -2.165
C -1.566 -0.536 -1.265
C -1.353 0.935 -1.020
C -2.427 1.961 -1.748
O -1.961 3.153 -2.130
C -4.002 1.472 -2.022
C -5.234 2.553 -2.055
Cl -4.973 4.397 -1.768
C -6.762 1.965 -2.388
C -6.967 0.333 -2.674
C -5.685 -0.721 -2.587
C -4.174 -0.172 -2.262
H -0.811 -1.296 -0.794
H -0.442 1.305 -0.384
H -7.643 2.746 -2.416
H -8.049 -0.093 -2.933
H -5.873 -1.863 -2.794
C 3.097 1.519 -4.216
C 2.159 2.237 -3.283
O 2.578 2.840 -2.296
C 0.689 2.190 -3.604
H 4.126 1.638 -3.859
H 2.856 0.453 -4.237
H 3.022 1.946 -5.219
H 0.341 1.154 -3.598
H 0.508 2.647 -4.580
H 0.134 2.751 -2.845
C 1.636 -0.619 3.234
C 0.651 0.337 2.617
O -0.154 -0.036 1.765
C 0.689 1.769 3.082
H 1.492 -1.616 2.804
H 2.656 -0.289 3.023
H 1.470 -0.677 4.313
H 1.667 2.204 2.863
H 0.481 1.817 4.154
H -0.078 2.343 2.550
C 3.858 -4.159 3.232
C 4.390 -3.133 4.197
O 4.467 -1.945 3.888
C 4.823 -3.617 5.555
H 3.584 -3.666 2.293
H 4.627 -4.907 3.024
H 2.967 -4.635 3.650
H 5.635 -4.341 5.450
H 3.975 -4.069 6.076
H 5.184 -2.768 6.145
*
```

F_max (eV/Å): 8.78
LUMO energy (eV): -1.75
Total energy (eV): -42823.1916

***

Question: What is the formula in the second record?
Answer: C19H23ClO5

***

Question: Which formula does entry 2 have?
Answer: C19H23ClO5